# 1
The following is a quantum chemistry calculation of a structure of composition C41H40BF3O2P2Ta in a non-equilibrium geometry, from the OMol25 dataset.

F_max: 3.281 eV/Å
net charge: +3
highest occupied orbital energy: -16.555 eV

Last column: Mulliken charge in e.
Atoms and positions in Å:
Ta  -0.57  0.46  -0.26  2.073
C  2.10  0.06  1.99  -1.569
C  1.01  -0.86  2.60  -1.120
P  -0.64  -0.16  2.11  0.799
C  -1.91  -1.20  2.64  0.539
C  -2.67  -1.04  3.83  -0.455
C  -3.61  -1.98  4.18  -0.729
C  -3.83  -3.14  3.37  -0.638
C  -3.03  -3.34  2.23  -0.716
C  -2.10  -2.34  1.84  0.305
C  -0.94  1.17  3.28  0.598
C  -2.10  1.90  3.01  -0.438
C  -2.49  2.94  3.84  -1.001
C  -1.61  3.27  4.86  -0.662
C  -0.55  2.45  5.24  -0.757
C  -0.19  1.37  4.45  -0.532
P  1.94  -0.01  0.16  0.167
C  3.10  1.17  -0.46  1.123
C  4.05  1.88  0.33  -0.431
C  4.98  2.72  -0.33  -0.712
C  5.01  2.80  -1.70  -0.601
C  4.08  2.07  -2.47  -1.045
C  3.09  1.31  -1.84  -0.395
C  2.71  -1.52  -0.40  1.310
C  2.60  -1.77  -1.77  -0.264
C  3.29  -2.80  -2.35  -1.212
C  4.05  -3.67  -1.53  -0.621
C  4.08  -3.46  -0.15  -0.686
C  3.42  -2.42  0.45  -0.455
H  3.09  -0.17  2.42  0.815
H  1.77  1.08  2.28  0.681
H  1.00  -1.08  3.70  0.713
H  1.01  -1.87  2.12  0.503
H  -2.62  -0.14  4.43  0.285
H  -4.30  -1.71  4.97  0.428
H  -4.62  -3.82  3.68  0.439
H  -3.16  -4.21  1.58  0.483
H  -1.61  -2.37  0.83  -0.701
H  -2.71  1.61  2.11  0.498
H  -3.38  3.49  3.67  0.590
H  -1.73  4.26  5.35  0.404
H  -0.04  2.67  6.17  0.507
H  0.72  0.81  4.75  0.337
H  3.94  1.79  1.44  0.286
H  5.69  3.29  0.27  0.483
H  5.83  3.36  -2.12  0.445
H  4.09  2.13  -3.57  0.459
H  2.32  0.73  -2.37  0.298
H  1.82  -1.29  -2.31  0.386
H  3.28  -2.94  -3.40  0.555
H  4.61  -4.56  -1.86  0.442
H  4.59  -4.18  0.48  0.463
H  3.50  -2.26  1.55  0.276
F  -2.12  -7.55  -4.86  -0.236
C  -1.56  -7.40  -3.64  0.964
F  -0.49  -8.20  -3.62  -0.236
F  -2.42  -7.84  -2.68  -0.236
C  -1.24  -5.96  -3.28  0.152
C  -2.18  -5.01  -3.74  -0.899
C  -2.25  -3.79  -3.09  -0.622
C  -1.28  -3.42  -2.16  -0.093
C  -0.21  -4.29  -1.93  0.085
C  -0.22  -5.58  -2.45  -1.098
C  -1.36  -2.14  -1.61  1.675
C  -1.48  -0.97  -1.17  -1.423
H  -2.89  -5.35  -4.50  0.514
H  -3.09  -3.14  -3.37  0.506
H  0.62  -4.05  -1.27  0.592
H  0.56  -6.30  -2.18  0.466
C  0.75  4.50  -1.05  -1.354
C  -0.58  3.83  -1.51  1.200
C  -0.65  3.72  -3.01  -1.646
O  -0.60  2.33  -0.99  -0.165
B  -1.43  2.31  0.22  1.585
O  -1.91  3.53  0.46  -0.929
C  -1.82  4.36  -0.82  0.916
C  -1.67  5.81  -0.39  -1.599
C  -3.14  4.18  -1.55  -1.561
H  1.56  3.87  -1.47  0.266
H  0.85  4.56  0.11  0.349
H  0.93  5.49  -1.50  0.377
H  0.38  3.47  -3.38  0.393
H  -0.97  4.67  -3.44  0.414
H  -1.34  2.94  -3.38  0.403
H  -0.74  5.84  0.16  0.448
H  -2.53  6.24  0.18  0.385
H  -1.42  6.46  -1.25  0.374
H  -3.29  3.10  -1.90  0.181
H  -3.15  4.87  -2.40  0.427
H  -3.97  4.43  -0.87  0.475


# 2
The following is a quantum chemistry calculation of a structure of composition C38H43BrN4O6S2Sr, from the OMol25 dataset.

energy relative to the best compared isomer or geometry (same formula, charge and spin): 46.9 kJ/mol
F_max: 0.590 eV/Å
net charge: -2
highest occupied orbital energy: -1.964 eV

Last column: Mulliken charge in e.
Atoms and positions in Å:
Sr  0.51  0.26  0.17  0.585
C  -1.44  -0.47  3.15  -0.790
C  -2.89  -0.36  2.63  0.733
C  -3.16  0.96  1.90  -1.526
C  -3.20  -1.63  1.85  0.679
C  -3.97  -2.60  2.46  -0.994
C  -4.16  -3.85  1.88  -1.456
C  -3.53  -4.14  0.69  -0.165
C  -2.74  -3.19  0.04  0.109
C  -1.94  -3.62  -1.18  1.591
C  -0.95  -4.73  -0.81  -1.602
C  -2.84  -4.05  -2.34  -1.688
C  -2.63  -1.91  0.59  -0.651
N  -1.91  -0.91  -0.11  1.791
C  -2.39  -0.60  -1.27  -0.822
C  -1.76  0.20  -2.27  -0.104
C  -2.33  0.49  -3.52  -1.821
C  -1.36  1.22  -4.21  -0.933
C  -0.26  1.33  -3.34  -0.285
N  -0.49  0.71  -2.18  0.611
C  1.09  1.96  -3.65  3.029
C  2.01  0.90  -4.27  -1.757
C  0.91  3.12  -4.63  -2.078
C  1.74  2.48  -2.37  -1.046
H  -1.09  0.48  3.56  0.122
H  -0.77  -0.78  2.35  -0.276
H  -1.35  -1.23  3.92  0.493
H  -3.55  -0.38  3.50  0.540
H  -2.42  1.16  1.12  0.033
H  -3.12  1.78  2.62  0.537
H  -4.14  0.95  1.43  0.374
H  -4.41  -2.39  3.43  0.359
H  -4.77  -4.60  2.38  0.348
H  -3.62  -5.14  0.27  0.313
H  -1.34  -2.78  -1.51  -0.421
H  -1.47  -5.64  -0.49  0.332
H  -0.30  -4.40  0.00  0.317
H  -0.32  -4.98  -1.66  0.467
H  -3.47  -4.90  -2.06  0.276
H  -2.23  -4.36  -3.20  0.449
H  -3.49  -3.24  -2.66  0.355
H  -3.36  -1.01  -1.58  0.301
H  -3.31  0.21  -3.86  0.449
H  -1.44  1.62  -5.21  0.355
H  1.58  0.50  -5.19  0.428
H  2.15  0.08  -3.56  0.179
H  2.99  1.33  -4.50  0.410
H  0.49  2.77  -5.58  0.368
H  1.87  3.59  -4.84  0.438
H  0.23  3.87  -4.22  0.400
H  2.05  1.65  -1.73  -0.323
H  1.07  3.13  -1.80  0.135
H  2.65  3.05  -2.62  0.655
Br  5.89  -6.50  -2.25  -0.260
C  4.74  -5.06  -1.75  0.198
C  4.82  -3.87  -2.45  -0.668
C  3.98  -2.82  -2.08  -0.107
C  3.08  -2.98  -1.04  0.160
C  3.02  -4.18  -0.35  -0.145
C  3.86  -5.23  -0.69  -0.741
C  2.16  -1.85  -0.64  0.397
O  2.49  -0.67  -0.98  -0.441
O  1.12  -2.15  -0.01  -0.705
H  5.52  -3.76  -3.27  0.419
H  4.02  -1.87  -2.59  0.339
H  2.32  -4.27  0.47  0.418
H  3.83  -6.17  -0.15  0.416
C  3.61  2.80  1.77  -0.619
S  3.89  1.06  1.40  0.154
C  4.76  1.24  -0.16  -0.400
H  4.55  3.33  1.93  0.453
H  3.00  2.84  2.67  0.144
H  3.05  3.28  0.96  0.065
H  4.17  1.83  -0.86  -0.068
H  4.87  0.24  -0.58  0.023
H  5.74  1.70  -0.02  0.491
O  0.68  1.86  2.26  -0.689
C  0.00  2.68  1.60  0.798
O  -0.23  2.61  0.37  -0.810
C  -0.64  3.82  2.37  0.028
C  -0.51  3.90  3.75  -0.267
C  -1.10  4.93  4.46  -0.711
C  -1.83  5.88  3.76  0.008
C  -1.98  5.82  2.38  -0.535
C  -1.39  4.78  1.69  -0.041
N  -2.45  6.98  4.49  1.000
O  -2.32  7.01  5.71  -0.632
O  -3.08  7.81  3.86  -0.637
H  0.07  3.13  4.25  0.545
H  -1.01  5.01  5.53  0.478
H  -2.56  6.58  1.88  0.473
H  -1.49  4.68  0.62  0.492
S  2.01  -2.38  3.41  -0.335
C  1.25  -2.09  4.85  0.294
N  0.72  -1.88  5.87  -0.802


# 3
The following is a quantum chemistry calculation of a structure of composition C29H31N3OS2Tc, from the OMol25 dataset.

spin multiplicity: 4
energy relative to the best compared isomer or geometry (same formula, charge and spin): 0.0 kJ/mol
F_max: 0.891 eV/Å
net charge: +2
highest occupied orbital energy (alpha / beta): -14.177 / -14.189 eV
<S²>: 3.79

Last column: Mulliken spin population.
Atoms and positions in Å:
Tc  1.20  -0.63  -1.14  2.881
C  -5.63  -0.40  -0.43  0.000
C  -4.61  -1.52  -0.67  -0.002
C  -3.86  -1.78  0.63  0.000
C  -5.34  -2.81  -1.09  0.000
C  -3.67  -1.10  -1.80  0.007
C  -4.20  -0.81  -3.07  0.002
C  -3.42  -0.43  -4.15  0.002
C  -2.05  -0.34  -3.94  -0.001
S  -0.79  0.11  -5.07  0.038
C  0.38  -0.09  -3.87  -0.036
N  -0.11  -0.47  -2.69  0.007
C  -1.50  -0.62  -2.70  -0.047
C  -2.30  -1.01  -1.63  0.019
C  1.82  0.11  -3.91  0.054
C  2.57  0.45  -5.02  -0.011
C  3.95  0.58  -4.90  0.056
C  4.57  0.36  -3.67  -0.021
C  3.82  0.03  -2.55  0.034
C  2.45  -0.10  -2.68  -0.187
H  -6.31  -0.69  0.37  0.000
H  -6.24  -0.20  -1.32  0.000
H  -5.14  0.53  -0.15  0.000
H  -4.57  -2.07  1.40  0.000
H  -3.34  -0.89  0.99  0.000
H  -3.14  -2.61  0.53  0.000
H  -6.01  -3.12  -0.29  0.000
H  -4.63  -3.62  -1.27  0.000
H  -5.94  -2.67  -1.99  0.000
H  -5.27  -0.88  -3.22  0.001
H  -3.87  -0.22  -5.11  0.000
H  -1.85  -1.23  -0.67  -0.004
H  2.09  0.61  -5.98  0.001
H  4.55  0.85  -5.76  0.002
H  5.65  0.46  -3.59  0.000
H  4.32  -0.13  -1.60  0.003
C  2.08  4.64  0.33  0.001
C  0.92  3.99  1.07  -0.002
N  1.35  2.78  1.81  0.038
C  1.76  3.01  3.22  -0.002
C  0.61  2.75  4.17  0.004
C  1.37  1.58  1.30  0.019
S  0.74  1.47  -0.38  0.001
N  1.76  0.58  2.09  0.040
C  2.00  -0.66  1.77  0.001
O  2.01  -1.10  0.52  0.106
C  2.29  -1.64  2.81  -0.012
C  2.34  -1.24  4.15  0.000
C  2.59  -2.18  5.13  0.000
C  2.80  -3.51  4.78  0.005
C  2.76  -3.91  3.45  -0.002
C  2.51  -2.97  2.46  0.006
H  1.73  5.54  -0.18  0.000
H  2.50  3.96  -0.41  0.001
H  2.86  4.94  1.03  0.000
H  0.11  3.74  0.39  0.005
H  0.50  4.67  1.82  0.001
H  2.09  4.04  3.27  0.000
H  2.61  2.37  3.43  0.000
H  -0.25  3.38  3.93  0.000
H  0.92  2.98  5.19  0.000
H  0.30  1.70  4.13  0.000
H  2.18  -0.20  4.41  0.000
H  2.63  -1.88  6.17  0.000
H  2.99  -4.24  5.55  0.000
H  2.93  -4.94  3.18  0.000
H  2.48  -3.28  1.42  -0.008


# 4
The following is a quantum chemistry calculation of a cluster of 5 separate species, C30H75N5 in total in a non-equilibrium geometry, from the OMol25 dataset.

spin multiplicity: 2
energy relative to the best compared isomer or geometry (same formula, charge and spin): 53.5 kJ/mol
F_max: 4.101 eV/Å
net charge: +1
highest occupied orbital energy (alpha / beta): -10.180 / -10.180 eV
<S²>: 0.75

Last column: Mulliken spin population.
Atoms and positions in Å:
C  -0.33  -7.79  4.23  0.000
C  -0.65  -7.11  2.87  0.000
N  -2.02  -6.68  2.67  0.000
C  -3.05  -7.49  3.29  0.000
C  -3.11  -8.97  2.70  0.000
C  -2.04  -5.21  3.09  -0.002
C  -3.34  -4.52  2.88  0.000
H  -0.65  -7.27  5.13  0.000
H  0.76  -7.87  4.27  0.000
H  -0.64  -8.82  4.41  0.000
H  0.16  -6.41  2.69  0.000
H  -0.41  -7.90  2.15  0.000
H  -2.86  -7.57  4.36  0.000
H  -4.08  -7.14  3.17  0.000
H  -2.84  -8.83  1.66  0.000
H  -2.46  -9.56  3.35  0.000
H  -4.10  -9.41  2.68  0.000
H  -1.24  -4.69  2.57  0.002
H  -1.97  -5.16  4.18  0.000
H  -3.64  -4.54  1.84  0.000
H  -3.35  -3.52  3.31  0.000
H  -4.08  -5.09  3.46  0.000
C  -0.64  -1.41  2.30  0.042
C  0.54  -2.18  1.75  0.001
N  1.60  -1.31  1.11  0.783
C  1.14  -0.66  -0.15  0.001
C  1.93  0.46  -0.58  0.039
C  2.92  -1.92  1.10  -0.024
C  3.03  -3.12  0.13  0.091
H  -1.23  -1.06  1.46  -0.002
H  -0.28  -0.54  2.84  -0.008
H  -1.44  -1.87  2.89  -0.004
H  1.01  -2.77  2.53  0.004
H  0.17  -2.95  1.07  0.024
H  1.13  -1.34  -0.99  0.045
H  0.11  -0.30  -0.08  0.006
H  1.96  1.35  0.06  -0.009
H  2.98  0.15  -0.62  -0.003
H  1.81  0.90  -1.57  -0.005
H  3.02  -2.26  2.14  0.005
H  3.63  -1.11  0.91  0.013
H  3.99  -3.58  0.33  0.001
H  2.85  -3.01  -0.94  0.002
H  2.28  -3.86  0.40  -0.003
C  4.64  4.31  2.07  0.000
C  3.56  4.27  0.96  0.000
N  4.16  3.84  -0.36  0.001
C  3.30  4.06  -1.49  0.000
C  4.19  4.31  -2.74  0.000
C  4.77  2.48  -0.36  0.001
C  6.31  2.60  -0.03  0.000
H  5.61  4.66  1.71  0.000
H  4.69  3.38  2.63  0.000
H  4.32  5.06  2.80  0.000
H  2.78  3.64  1.39  0.000
H  3.25  5.31  0.83  0.000
H  2.58  3.28  -1.74  0.000
H  2.64  4.92  -1.41  0.000
H  3.64  4.32  -3.69  0.000
H  4.82  5.18  -2.58  0.000
H  4.99  3.57  -2.76  0.000
H  4.54  2.02  -1.32  0.000
H  4.19  1.88  0.34  0.000
H  6.62  1.57  -0.18  0.000
H  6.54  2.76  1.02  0.000
H  6.85  3.29  -0.68  0.000
C  -1.81  -0.23  -4.79  0.000
C  -1.64  0.57  -6.04  0.000
N  -0.74  1.67  -5.88  0.000
C  0.64  1.25  -5.62  0.000
C  1.50  2.31  -4.92  0.000
C  -0.94  2.52  -7.08  0.000
C  -2.02  3.50  -6.95  0.000
H  -1.00  -0.84  -4.39  0.000
H  -2.55  -0.98  -5.06  0.000
H  -2.06  0.39  -3.93  0.000
H  -1.27  -0.01  -6.89  0.000
H  -2.66  0.87  -6.29  0.000
H  1.21  1.11  -6.54  0.000
H  0.67  0.30  -5.09  0.000
H  1.11  2.46  -3.91  0.000
H  1.41  3.25  -5.46  0.000
H  2.55  2.00  -4.83  0.000
H  -0.02  3.07  -7.27  0.000
H  -1.05  1.99  -8.02  0.000
H  -2.40  3.76  -7.94  0.000
H  -2.83  3.02  -6.40  0.000
H  -1.80  4.48  -6.53  0.000
C  -4.68  4.48  1.91  0.000
C  -4.34  3.11  2.46  0.000
N  -3.03  2.57  2.27  0.000
C  -2.00  3.08  3.19  0.000
C  -2.32  3.26  4.66  0.000
C  -2.47  2.56  0.96  0.000
C  -3.23  1.50  0.18  0.000
H  -4.01  5.26  2.27  0.000
H  -5.73  4.74  2.04  0.000
H  -4.52  4.46  0.83  0.000
H  -4.61  3.24  3.51  0.000
H  -5.03  2.43  1.97  0.000
H  -1.04  2.59  3.06  0.000
H  -1.76  4.11  2.94  0.000
H  -2.61  2.27  5.02  0.000
H  -1.39  3.62  5.10  0.000
H  -3.11  3.98  4.85  0.000
H  -1.40  2.35  0.96  0.000
H  -2.52  3.49  0.40  0.000
H  -3.16  0.53  0.67  0.000
H  -2.64  1.42  -0.73  0.000
H  -4.24  1.79  -0.12  0.000